Record 1
Here is a 8-piece molecular cluster, C6H30N2O7 overall from the Open Molecules 2025 dataset. Energies are from the ωB97M-V functional and the def2-TZVPD basis.

```
45
Properties=species:S:1:pos:R:3:forces:R:3
C -1.7773 -1.6245 2.5850 0.5 -0.4 1.0
N -0.5789 -1.0345 1.9584 -0.2 -0.7 -0.7
C -0.4360 -1.4742 0.5399 -0.3 0.3 0.2
C -0.0555 -0.2582 -0.3426 0.9 -1.1 0.6
C -0.2695 -0.6690 -1.7964 0.4 0.1 0.0
C 1.3931 0.1025 0.0334 0.7 0.7 0.2
C 0.4727 -2.7343 0.3457 -1.5 1.0 1.0
N -0.3288 -3.8658 0.8724 0.6 -0.1 -0.8
H -2.7474 -1.2408 2.2983 0.1 0.5 -0.6
H -1.6877 -1.4204 3.6549 -0.1 -0.1 0.0
H -1.7898 -2.7094 2.4589 -0.1 0.0 0.0
H 0.1925 -1.4434 2.4734 0.1 0.3 0.2
H -1.4411 -1.8100 0.2560 0.0 0.2 -0.3
H -0.6219 0.5939 0.0239 -0.5 -0.3 -0.6
H -1.2216 -1.1788 -1.9358 -0.3 0.4 0.0
H -0.1550 0.1544 -2.4956 -0.2 0.1 -0.1
H 0.4607 -1.4227 -2.0876 0.2 0.2 -0.1
H 1.6406 1.1720 0.0210 -0.4 0.0 -0.5
H 2.1925 -0.3576 -0.5527 -0.2 -0.3 -0.1
H 1.5852 -0.0950 1.0923 -0.2 -0.4 -0.1
H 0.6603 -2.8692 -0.7139 0.3 0.0 0.0
H 1.3691 -2.5664 0.9502 0.2 -0.4 -0.3
H 0.1272 -4.7300 0.5855 0.1 0.0 0.3
H -1.1518 -3.8442 0.2739 -0.2 -0.2 0.3
H 1.7554 3.2560 -3.2126 0.0 -0.2 0.0
H 0.7853 2.4897 -4.1544 0.2 -0.2 0.1
O 0.9947 3.3523 -3.7906 -0.3 0.3 -0.1
H 3.2956 -3.2628 -1.9147 0.2 -0.2 -1.1
H 2.1960 -2.5768 -1.3960 -0.6 0.4 -0.8
O 2.5016 -2.8394 -2.2872 0.7 -0.2 1.8
H 0.1352 3.6105 0.5808 0.0 -0.7 0.0
H 0.7742 2.9722 -0.6975 -0.2 -0.4 0.3
O 0.4756 3.7923 -0.3065 0.2 1.1 -0.1
H -0.4672 1.3434 1.9148 -0.8 -0.6 -0.2
H -1.6751 1.9806 0.9713 -0.1 -0.5 0.3
O -0.8765 2.1139 1.5096 0.7 1.4 0.4
H 2.6436 -0.2656 2.9591 0.1 0.1 0.0
H 1.9894 0.8377 3.8018 0.0 0.0 -0.1
O 2.0735 -0.1163 3.7184 0.0 -0.2 0.1
H -1.2217 3.7230 -2.9151 0.1 0.0 0.0
H -0.9899 4.0340 -1.4244 0.1 -0.3 -0.1
O -1.5878 3.5642 -2.0390 -0.1 0.4 -0.2
H -3.4457 2.9189 -0.4771 -0.3 0.0 0.4
H -2.2551 2.2794 -1.0189 -0.3 -0.3 0.2
O -2.9328 2.1186 -0.3203 0.4 0.1 -0.5
```
Positions in Å, forces in eV/Å.

The LUMO energy comes out at 0.216 eV. The gap between HOMO and LUMO is 0.3388 Eh. The structure (SMILES) is CN[C@H](CN)C(C)C.O.O.O.O.O.O.O. Its relative energy (zero: lowest compared OMol25 entry of this formula, charge and spin) is 47.41 kcal/mol. As for the spin multiplicity: 1. The HOMO energy comes out at -9.00 eV. For the total energy, the calculation gives -24021.043 eV.

Record 2
Here is one molecule with the formula C3H7ClO from the Open Molecules 2025 dataset. Energies are from the ωB97M-V functional and the def2-TZVPD basis.

```
12
Properties=species:S:1:pos:R:3:forces:R:3
C -1.7463 0.3772 0.6129 -0.1 1.4 2.7
C -0.2992 0.1744 0.4358 1.0 -4.0 0.6
C 0.2055 -0.6436 -0.7940 -2.6 0.9 1.8
H -2.5572 2.1810 1.0646 0.4 -0.5 0.1
H -2.3568 0.3787 -0.2138 -1.3 -0.3 -2.2
H -2.1692 -0.2069 1.4288 -0.2 -0.7 -0.4
H 0.0128 -0.3167 1.3973 0.3 0.3 -1.0
H 0.0391 1.1422 0.4679 1.6 2.0 -0.4
H -0.2891 -1.6193 -0.7604 0.1 0.2 -0.5
H -0.0587 -0.0432 -1.6461 -0.1 -0.2 -0.7
O -1.7061 1.7141 1.1572 -1.3 1.3 0.1
Cl 1.8864 -0.8633 -0.7367 2.1 -0.3 0.0
```
Positions in Å, forces in eV/Å.

The LUMO energy comes out at 0.883 eV. The gap between HOMO and LUMO is 0.4125 Eh. The structure (SMILES) is OCCCCl. Its relative energy (zero: lowest compared OMol25 entry of this formula, charge and spin) is 13.20 kcal/mol. As for the spin multiplicity: 1. The HOMO energy comes out at -10.34 eV. For the total energy, the calculation gives -17793.459 eV.

Record 3
Here is one molecule with the formula C7H12 from the Open Molecules 2025 dataset. Energies are from the ωB97M-V functional and the def2-TZVPD basis.

```
19
Properties=species:S:1:pos:R:3:forces:R:3
C -2.0543 -0.3749 0.9070 0.2 0.0 -0.1
C -1.2784 -0.5867 -0.3945 0.0 0.3 -0.3
C -0.2986 0.3564 -1.1360 -0.1 -0.1 -0.1
C 0.9994 1.0861 -0.8959 1.1 -0.5 -0.5
C 1.3862 0.8971 0.5649 0.2 0.1 0.0
C 0.9687 -0.5804 0.7595 0.1 0.0 0.0
C 0.1841 -0.9461 -0.5201 0.6 -0.4 -0.2
H -2.9440 0.2332 0.6929 0.3 -0.1 0.0
H -2.4134 -1.3235 1.3297 0.2 0.1 -0.2
H -1.4888 0.1470 1.6825 0.0 -0.1 -0.2
H -1.9469 -0.9679 -1.1645 0.1 -0.1 0.1
H -0.5473 0.3327 -2.1986 0.2 -0.3 0.2
H 1.7188 0.2637 -1.4421 -0.8 2.8 0.6
H 1.1200 2.0762 -1.3477 0.0 -0.1 0.2
H 2.4629 1.0343 0.6708 0.0 0.0 0.2
H 0.8951 1.5814 1.2707 0.0 -0.1 -0.3
H 0.4010 -0.7438 1.6822 0.1 0.0 -0.3
H 1.8375 -1.2388 0.8143 0.0 0.1 0.1
H 0.9980 -1.2461 -1.2750 -2.3 -1.7 0.8
```
Positions in Å, forces in eV/Å.

The LUMO energy comes out at 1.058 eV. The gap between HOMO and LUMO is 0.3514 Eh. The structure (SMILES) is C[C@H]1[C@H]2CCC[C@@H]12. Its relative energy (zero: lowest compared OMol25 entry of this formula, charge and spin) is 74.61 kcal/mol. As for the spin multiplicity: 1. The HOMO energy comes out at -8.50 eV. For the total energy, the calculation gives -7450.196 eV.

Record 4
Here is C2H3N3 as an isolated structure from the Open Molecules 2025 dataset. Energies are from the ωB97M-V functional and the def2-TZVPD basis.

```
8
Properties=species:S:1:pos:R:3:forces:R:3
C 0.6382 -0.0869 -0.1751 0.6 1.6 -3.3
C -0.8581 -0.0113 -0.2823 2.8 0.1 0.5
N -1.7138 -0.4337 0.7885 -0.8 -1.0 0.5
N -1.6712 0.7600 0.6402 0.1 0.8 0.4
N 1.2332 -0.2245 0.9045 0.7 -0.1 0.5
H 1.2131 0.2001 -1.4529 -1.5 -1.0 3.8
H -1.0928 -0.0335 -1.2761 -1.6 -0.3 -2.3
H 2.2515 -0.1702 0.8531 -0.2 -0.1 -0.1
```
Positions in Å, forces in eV/Å.

The LUMO energy comes out at 0.558 eV. The gap between HOMO and LUMO is 0.3940 Eh. Its relative energy (zero: lowest compared OMol25 entry of this formula, charge and spin) is 83.79 kcal/mol. As for the spin multiplicity: 1. The HOMO energy comes out at -10.16 eV. For the total energy, the calculation gives -6588.942 eV.

Record 5
Here is C33H31N4O2OsTe as an isolated structure from the Open Molecules 2025 dataset. Energies are from the ωB97M-V functional and the def2-TZVPD basis.

```
72
Properties=species:S:1:pos:R:3:forces:R:3
Os 1.1374 -3.1546 -0.9538 -1.3 0.7 0.9
N 2.0658 -3.0120 1.3984 -0.1 -0.4 -0.6
C 3.0841 -1.9958 1.3448 0.1 0.1 0.1
C 3.7083 -1.5193 2.4691 -0.1 -0.2 -0.1
C 4.7595 -0.5901 2.3732 0.1 0.1 0.0
C 5.1791 -0.1493 1.1500 0.0 0.0 0.1
C 4.5494 -0.6070 -0.0281 -0.2 -0.1 -0.1
C 4.9804 -0.2343 -1.3194 -0.1 -0.1 0.0
C 4.3367 -0.7318 -2.4227 0.1 0.1 0.1
C 3.2142 -1.5363 -2.2392 0.0 0.0 -0.1
N 2.7800 -1.9118 -1.0401 0.4 0.2 -0.3
C 3.4659 -1.5109 0.0751 0.0 0.1 0.4
H 2.4822 -3.9417 1.4141 0.1 0.0 0.1
H 1.4998 -2.9266 2.2367 -0.2 0.1 -0.1
H 3.4117 -1.8885 3.4435 0.0 0.0 0.0
H 5.2558 -0.2601 3.2750 0.0 0.1 0.0
H 5.9991 0.5510 1.0605 0.0 0.0 0.0
H 5.8250 0.4355 -1.4216 0.0 0.0 0.0
H 4.6677 -0.4988 -3.4238 -0.1 0.0 0.0
H 2.6544 -1.8876 -3.0991 0.0 0.0 0.0
O 2.2593 -6.9380 -2.1715 0.0 0.2 0.1
C 2.1976 -5.8375 -1.8312 0.1 -0.3 -0.1
N 2.1918 -4.6685 -1.4828 0.0 -0.3 -0.1
C -1.8099 5.8807 3.3240 0.0 -0.1 0.0
C -1.5983 4.5229 2.7225 0.0 0.1 0.1
C -0.3612 3.8893 2.7842 0.2 -0.1 -0.2
C -0.1660 2.6134 2.2657 0.5 -0.2 0.5
C 1.1777 1.9499 2.4237 0.0 -0.1 0.3
C -1.2392 2.0155 1.6086 -0.1 0.4 0.3
Te -0.8665 0.0348 0.6183 0.7 0.3 -0.5
N -0.4434 -1.9745 -0.4542 0.3 -1.1 -0.3
C -1.2911 -2.9477 -0.7870 -1.0 1.3 0.5
O -0.6804 -4.0291 -1.1873 1.2 -0.5 -0.3
C -2.7564 -2.8991 -0.8120 0.2 -0.2 0.0
C -3.5049 -2.2585 0.1769 0.0 -0.1 0.2
C -4.8866 -2.2607 0.1069 0.1 0.0 0.0
C -5.5263 -2.8950 -0.9508 0.0 0.0 0.0
C -4.7865 -3.5405 -1.9318 0.0 0.0 -0.1
C -3.4050 -3.5594 -1.8594 0.0 0.0 0.0
C 0.0058 0.8898 -1.1070 -0.1 -0.2 0.2
C 1.3599 1.1985 -1.1189 0.0 -0.1 0.0
C 1.9319 1.7277 -2.2655 0.1 0.1 0.0
C 1.1546 1.9249 -3.3962 0.0 0.0 0.0
C -0.1975 1.6158 -3.3736 0.1 0.1 0.0
C -0.7996 1.1085 -2.2268 -0.2 -0.1 0.0
C -2.2794 0.8441 -2.1868 0.0 -0.1 -0.1
C -2.5164 2.5643 1.6044 -0.6 -0.2 0.0
C -3.7352 1.8649 1.0645 0.0 -0.2 0.1
C -2.6598 3.8439 2.1377 0.0 -0.2 -0.3
H -0.8965 6.2711 3.7668 0.0 0.0 0.0
H -2.5824 5.8429 4.0923 0.0 0.0 0.0
H -2.1516 6.5824 2.5615 0.0 0.0 0.0
H 0.4736 4.3830 3.2691 0.0 0.0 -0.1
H 1.7188 2.3875 3.2606 0.0 0.1 0.0
H 1.7884 2.0880 1.5280 -0.1 0.0 0.0
H 1.0689 0.8777 2.6152 0.1 0.2 -0.1
H -3.0147 -1.8331 1.0423 0.0 0.0 -0.1
H -5.4643 -1.7905 0.8908 0.0 0.0 0.0
H -6.6068 -2.9002 -0.9950 0.0 0.0 0.0
H -5.2864 -4.0373 -2.7517 0.0 0.0 0.0
H -2.8174 -4.0667 -2.6126 0.0 0.0 0.0
H 1.9661 1.0376 -0.2351 0.0 0.0 -0.1
H 2.9791 1.9983 -2.2722 0.0 0.0 0.0
H 1.5969 2.3383 -4.2927 0.0 0.0 0.0
H -0.8000 1.7908 -4.2556 0.0 0.0 0.0
H -2.7238 0.9131 -3.1771 0.0 0.0 0.0
H -2.7670 1.5828 -1.5460 0.0 -0.1 0.0
H -2.4935 -0.1526 -1.7858 -0.1 0.2 -0.1
H -3.4915 0.8816 0.6536 -0.1 0.2 0.1
H -4.2171 2.4593 0.2876 0.0 0.0 0.0
H -4.4634 1.7290 1.8650 0.0 0.0 0.0
H -3.6406 4.3067 2.1038 0.0 0.0 0.0
```
Positions in Å, forces in eV/Å.

The LUMO energy (spin up / spin down) comes out at -6.429 / -8.619 eV. The gap between HOMO and LUMO (spin up / spin down) is 0.2585 / 0.1720 Eh. The net charge is +2. Its expectation value of S² is 8.78. Its relative energy (zero: lowest compared OMol25 entry of this formula, charge and spin) is 43.18 kcal/mol. As for the spin multiplicity: 6. The HOMO energy (spin up / spin down) comes out at -13.46 / -13.30 eV. For the total energy, the calculation gives -54522.524 eV.

Record 6
Here is C10H18Cl2FeN2O2PS as an isolated structure from the Open Molecules 2025 dataset. Energies are from the ωB97M-V functional and the def2-TZVPD basis.

```
37
Properties=species:S:1:pos:R:3:forces:R:3
C -4.0191 -0.8988 -4.9083 0.4 0.2 -0.5
C -3.2523 -0.4679 -3.7088 0.9 0.9 0.1
H -3.4892 -0.5341 -5.7833 -0.1 0.0 -0.2
H -5.0339 -0.4943 -4.8839 0.1 0.0 0.1
H -4.0916 -1.9869 -4.9355 0.0 0.1 0.1
O -2.2399 0.1903 -3.6356 -1.6 -1.3 0.2
Cl -4.0984 -1.0667 -2.2398 0.0 0.1 -0.5
Fe -0.5799 -0.3883 -0.0236 -2.0 -0.1 0.8
P 0.8789 -2.2152 -0.2967 0.6 -2.4 -0.1
C 2.6561 -2.2247 -0.6854 0.1 0.6 0.0
C 0.7285 -3.3946 1.0873 -0.2 0.3 0.0
H -1.0142 -2.9189 -1.5816 0.2 -0.3 -0.2
H 0.4228 -4.0124 -1.8099 -0.2 0.2 -0.2
H 0.3470 -2.3938 -2.6266 -0.1 -0.3 0.1
C 0.0733 -2.9737 -1.7334 0.0 0.2 0.1
H -0.3304 -3.4623 1.3713 0.3 -0.2 0.0
H 1.1012 -4.3747 0.7514 -0.1 0.3 0.1
H 2.9857 -3.2686 -0.8136 -0.2 0.3 0.1
H 3.2256 -1.7558 0.1297 -0.1 -0.2 -0.2
H 1.3076 -3.0365 1.9519 -0.2 -0.2 -0.3
H 2.8393 -1.6650 -1.6125 0.0 -0.2 0.2
C 1.0848 0.5356 -0.5108 5.0 5.0 -0.4
O 2.0269 1.2245 -0.4707 -3.8 -3.3 -0.3
Cl -2.6405 -0.8735 0.2866 1.2 0.1 0.4
C -0.7834 2.7654 1.9422 -0.6 0.3 -0.2
N 0.5786 2.5470 2.3838 0.8 -0.8 0.1
C 1.5134 3.5241 2.6743 -0.6 0.2 -0.2
C 2.6537 2.9169 3.0585 0.0 -1.0 0.1
N 2.3992 1.5458 3.0081 -0.8 0.2 -0.7
C 1.1254 1.3162 2.5458 1.1 2.1 0.2
S 0.3707 -0.1399 2.0981 0.0 -0.8 0.9
H -0.9223 2.3509 0.9324 0.0 0.3 0.2
H -1.5005 2.2691 2.6132 0.3 0.3 -0.1
H -0.9455 3.8488 1.9313 -0.2 -0.4 -0.1
H 1.2657 4.5706 2.5549 0.1 -0.2 0.1
H 3.6154 3.3276 3.3393 -0.2 -0.2 0.1
H 3.0624 0.8201 3.2433 -0.1 0.0 0.0
```
Positions in Å, forces in eV/Å.

The LUMO energy (spin up / spin down) comes out at -7.318 / -9.742 eV. The gap between HOMO and LUMO (spin up / spin down) is 0.3062 / 0.2074 Eh. The net charge is +2. Its expectation value of S² is 8.78. Its relative energy (zero: lowest compared OMol25 entry of this formula, charge and spin) is 0.00 kcal/mol. As for the spin multiplicity: 6. The HOMO energy (spin up / spin down) comes out at -15.65 / -15.39 eV. For the total energy, the calculation gives -97277.701 eV.